ORCA calculation (ωB97M-V with the def2-TZVPD basis set) on a molecular structure, C19H19AgN6O3S4.

Element x y z (Å)
Ag -0.016 0.395 -0.144
O 1.773 1.041 1.330
N 1.460 1.581 2.417
N 0.392 2.333 2.371
O -0.291 2.570 1.280
C -0.004 2.939 3.589
C 0.661 2.698 4.792
C 0.220 3.313 5.949
C -0.874 4.175 5.933
C -1.520 4.415 4.731
C -1.092 3.804 3.559
H 1.502 2.021 4.804
H 0.735 3.111 6.881
H -1.215 4.647 6.846
H -2.372 5.084 4.695
H -1.569 3.993 2.609
S -1.687 -1.219 1.299
C -1.835 -2.125 -0.151
S -0.565 -2.124 -1.306
C -3.025 -2.848 -0.405
C -3.207 -3.660 -1.560
N -3.407 -4.349 -2.468
C -4.168 -2.697 0.423
N -5.126 -2.534 1.053
C 3.015 -0.822 -2.675
S 2.259 0.564 -1.816
O 3.350 1.559 -1.602
C 1.289 1.189 -3.208
C 0.187 0.505 -3.706
C -0.539 1.069 -4.742
C -0.177 2.304 -5.264
C 0.913 2.984 -4.743
C 1.650 2.429 -3.705
H 3.472 -0.447 -3.588
H 2.252 -1.570 -2.879
H 3.760 -1.227 -1.994
H -0.158 -0.411 -3.244
H -1.421 0.558 -5.105
H -0.768 2.751 -6.054
H 1.179 3.961 -5.128
H 2.494 2.941 -3.262
C -3.865 1.555 1.945
N -3.032 1.901 0.812
C -3.183 1.345 -0.395
N -4.262 0.542 -0.585
S -2.094 1.649 -1.663
H -3.561 2.171 2.789
H -3.759 0.501 2.219
H -4.914 1.765 1.723
H -2.069 2.212 1.010
H -4.573 -0.008 0.206
H -4.190 0.000 -1.435

Output
multiplicity	1
net charge	-2
energy relative to the best compared isomer or geometry (same formula, charge and spin)	1.9	kcal/mol
orbital gap	5.80	eV
strongest force on any atom	0.8	eV/Å
E_HOMO	-1.3	eV

natural (NBO) population analysis, charges in e, atoms 1 to 8:
1. Ag 0.756
2. O -0.521
3. N 0.132
4. N 0.085
5. O -0.681
6. C 0.213
7. C -0.254
8. C -0.214

ORCA calculation (ωB97M-V with the def2-TZVPD basis set) on a molecular structure, C8H15NS at a distorted geometry.

Element x y z (Å)
C -0.559 2.384 1.164
C -0.918 1.282 2.124
C 0.701 1.902 0.347
C -1.449 0.018 1.323
C 0.483 0.565 -0.220
C -0.330 -0.615 0.564
C 1.430 -2.025 -2.289
C 0.194 -2.563 -1.640
N -0.400 0.432 -1.542
S -1.026 -1.035 -1.147
H -1.316 2.413 0.382
H -0.361 3.239 1.775
H -0.073 1.074 2.719
H -1.599 1.640 2.831
H 0.956 2.745 -0.436
H 1.560 1.825 1.035
H -1.895 -0.760 2.014
H -2.102 0.366 0.565
H 1.390 0.039 -0.343
H 0.252 -1.325 1.166
H 2.373 -2.289 -1.724
H 1.505 -2.401 -3.328
H 1.529 -0.922 -2.379
H 0.237 -2.993 -0.630
H -0.584 -2.996 -2.332

Output
multiplicity	1
energy relative to the best compared isomer or geometry (same formula, charge and spin)	52.0	kcal/mol
orbital gap	8.42	eV
strongest force on any atom	4.2	eV/Å
E_HOMO	-7.6	eV

natural (NBO) population analysis, charges in e, atoms 1 to 8:
1. C -0.402
2. C -0.394
3. C -0.424
4. C -0.435
5. C -0.072
6. C -0.292
7. C -0.674
8. C -0.534

ORCA calculation (ωB97M-V with the def2-TZVPD basis set) on a single C2H4N2S2 molecule at a distorted geometry.

Element x y z (Å)
H -1.352 2.126 -0.420
N -2.011 1.328 -0.062
C -1.738 0.124 0.084
N -2.696 -0.766 0.327
S -0.110 -0.499 -0.414
C 1.195 0.499 0.109
S 2.806 -0.062 0.137
H -3.622 -0.175 0.215
H -2.808 -1.813 0.730
H 0.860 1.163 0.884

Output
multiplicity	1
energy relative to the best compared isomer or geometry (same formula, charge and spin)	66.4	kcal/mol
orbital gap	8.00	eV
strongest force on any atom	5.3	eV/Å
E_HOMO	-8.8	eV

natural (NBO) population analysis, charges in e, atoms 1 to 8:
1. H 0.387
2. N -0.749
3. C 0.299
4. N -0.854
5. S 0.310
6. C -0.477
7. S -0.001
8. H 0.424